Entry 1:
Formula: C8H12N2O
Source: the Open Molecules 2025 dataset
Level of theory: the ωB97M-V functional and the def2-TZVPD basis

Max |F| (eV/Å): 5.01
HOMO (spin up / spin down) (hartree): -0.27697 / -0.23162
Relative energy (zero: lowest compared OMol25 entry of this formula, charge and spin) (eV): 4.5567
Orbital gap (spin up / spin down) (eV): 7.65 / 7.18

```
23
Properties=species:S:1:pos:R:3:forces:R:3:lowdin_charge:R:1
C -1.55098 -0.23183 -2.19856 0.490 -0.418 0.067 -0.1061
C -1.33885 0.91296 -1.46606 0.600 0.576 0.584 -0.1422
C -1.13689 -1.45688 -1.65042 0.398 1.651 1.095 -0.0671
C -0.74766 0.93040 -0.23461 0.001 0.799 1.246 -0.0928
C -0.53159 -1.49439 -0.35926 -2.116 1.556 -1.537 -0.0448
C -0.37622 -0.27682 0.41419 -0.168 -1.643 -0.122 -0.2243
C 0.17424 0.70372 2.69615 0.146 -3.490 2.822 -0.0107
C 0.13578 -0.40224 1.72464 0.251 0.867 -0.210 -0.3228
N 1.80689 1.09271 -1.01171 3.761 -0.489 3.281 -0.0511
N 2.13325 -0.06535 -0.31945 0.673 1.968 -0.955 -0.0015
O 0.66934 -1.53145 2.25258 -0.894 2.095 1.672 0.0893
H -1.98264 -0.11537 -3.17685 -0.115 -0.425 -0.240 0.0935
H -1.47462 1.90503 -1.82240 -0.702 0.496 -0.866 0.0966
H -1.34261 -2.28266 -2.28006 0.055 -1.229 0.055 0.0843
H -0.57251 1.95981 0.17072 -0.109 -1.347 0.075 0.1234
H -0.62623 -2.39832 0.17356 0.594 -1.250 0.403 0.0872
H 1.13167 0.59017 3.28401 -1.041 0.468 -0.531 0.1144
H -0.70179 0.56558 3.41104 1.027 0.340 -0.614 0.1200
H 0.08912 1.58311 2.21730 -0.176 3.230 -1.341 0.0189
H 1.17016 1.08475 -1.74066 -0.985 0.206 -1.653 0.0384
H 2.45252 1.90721 -0.77158 -1.772 -1.646 -0.751 0.1275
H 1.83413 -0.86015 -0.88119 -0.481 0.157 -0.082 0.0248
H 0.78548 -2.11998 1.56862 0.565 -2.472 -2.398 0.0450
```
Forces are in eV/Å.



Entry 2:
Formula: C8H12N2O
Source: the Open Molecules 2025 dataset
Level of theory: the ωB97M-V functional and the def2-TZVPD basis

Max |F| (eV/Å): 4.02
HOMO (hartree): -0.31919
Relative energy (zero: lowest compared OMol25 entry of this formula, charge and spin) (eV): 2.9661
Structure (SMILES): CC(C)(C)N=C=N/C=C\C=O
Orbital gap (eV): 8.98

```
23
Properties=species:S:1:pos:R:3:forces:R:3:lowdin_charge:R:1
C -2.04924 -0.23162 1.35960 -1.416 -1.177 -3.312 0.0039
C -1.56624 0.07456 -0.17889 -1.278 -0.465 1.921 -0.5750
C -2.41737 1.25235 -0.66275 1.037 -2.232 -2.719 -0.0390
C -1.82750 -1.13164 -1.05653 -1.652 -0.084 1.260 -0.0387
N -0.17796 0.35937 -0.25171 1.448 0.626 0.323 0.1794
C 0.82814 0.27176 0.37290 -0.201 -0.185 1.320 -0.1461
N 1.71579 0.20422 1.24520 -2.594 0.233 -1.660 0.1163
C 3.03183 0.22375 1.29980 2.702 -0.201 2.968 -0.2040
C 3.99314 0.07619 0.37765 0.623 0.793 -1.709 -0.0721
C 3.62877 -0.12563 -1.03754 1.769 -0.891 -0.767 -0.2629
O 4.49255 -0.29227 -1.91867 -2.109 0.521 1.463 -0.0130
H -2.21052 0.64469 1.90442 0.297 1.480 0.901 0.0467
H -3.07899 -0.73139 1.34539 1.394 0.497 -0.304 0.1091
H -1.36988 -0.90823 1.79493 0.857 -0.674 0.803 0.0551
H -2.14469 1.36551 -1.76649 -0.034 0.924 1.533 0.1204
H -2.37406 2.05067 0.01861 0.099 1.414 0.253 0.0671
H -3.39374 0.82462 -0.77044 -0.919 0.233 0.514 0.0661
H -1.28270 -1.23762 -1.95021 0.915 0.177 -0.935 0.0758
H -1.89327 -2.06556 -0.52269 0.688 -0.390 0.359 0.0838
H -2.85063 -0.95660 -1.28166 -1.101 -0.350 -0.929 0.0618
H 3.33445 0.30220 2.38744 0.052 0.082 -1.321 0.1301
H 5.08857 0.27256 0.53497 -1.398 -0.513 0.293 0.1250
H 2.52353 -0.24188 -1.24332 0.821 0.181 -0.256 0.1101
```
Forces are in eV/Å.



Entry 3:
Formula: C8H12N2O
Source: the Open Molecules 2025 dataset
Level of theory: the ωB97M-V functional and the def2-TZVPD basis

Max |F| (eV/Å): 0.93
HOMO (hartree): -0.28481
Relative energy (zero: lowest compared OMol25 entry of this formula, charge and spin) (eV): 2.0073
Structure (SMILES): C=CCN1CC=N/C1=C/CO
Orbital gap (eV): 8.56

```
23
Properties=species:S:1:pos:R:3:forces:R:3:lowdin_charge:R:1
C -0.04255 1.80631 -2.82201 -0.062 0.050 -0.079 0.0073
C 0.40651 1.48470 -1.62316 -0.019 -0.035 0.208 -0.1715
C -0.42630 0.86258 -0.53889 -0.196 0.194 -0.010 -0.1672
N 0.04687 -0.46803 -0.25516 0.166 -0.164 -0.019 -0.0641
C 0.24150 -1.39780 -1.34209 0.058 0.001 -0.164 -0.1326
C 0.38136 -2.67286 -0.57274 -0.097 0.368 -0.031 -0.0964
N 0.22301 -2.52265 0.67663 0.183 -0.909 0.008 0.1241
C -0.03429 -1.17072 0.93273 -0.101 0.679 0.471 -0.3177
C -0.25473 -0.78260 2.20280 -0.105 0.194 0.049 -0.0336
C -0.50563 0.60147 2.71503 -0.092 -0.169 -0.050 -0.2755
O 0.56905 1.50381 2.46175 0.373 0.232 -0.031 -0.0919
H 0.59548 2.25903 -3.56134 0.156 0.086 -0.128 0.0519
H -1.07041 1.63974 -3.11345 -0.132 -0.038 0.054 0.0595
H 1.44523 1.65372 -1.35981 0.062 0.027 -0.034 0.1101
H -1.48624 0.84553 -0.84468 0.123 0.057 0.053 0.1307
H -0.32041 1.46739 0.36317 -0.077 -0.064 -0.044 0.1012
H 1.13692 -1.15993 -1.93111 -0.116 -0.086 -0.030 0.1247
H -0.61572 -1.42242 -2.03373 0.078 -0.030 0.022 0.1319
H 0.59232 -3.63125 -1.01375 0.053 -0.241 -0.104 0.1096
H -0.20445 -1.57252 2.93505 -0.011 -0.154 -0.037 0.0934
H -1.37668 1.06319 2.24001 0.027 -0.006 0.104 0.1082
H -0.69607 0.55573 3.79455 -0.084 -0.013 -0.159 0.1076
H 1.39523 1.05757 2.69020 -0.187 0.021 -0.050 0.0904
```
Forces are in eV/Å.



Entry 4:
Formula: C8H12N2O2
Source: the Open Molecules 2025 dataset
Level of theory: the ωB97M-V functional and the def2-TZVPD basis

Max |F| (eV/Å): 4.51
HOMO (spin up / spin down) (hartree): -0.27487 / -0.27487
Relative energy (zero: lowest compared OMol25 entry of this formula, charge and spin) (eV): 8.4043
Orbital gap (spin up / spin down) (eV): 7.21 / 7.21

```
24
Properties=species:S:1:pos:R:3:forces:R:3:lowdin_charge:R:1
C 0.71413 -0.68378 1.83321 -3.586 0.425 -1.364 -0.0457
C 0.68554 0.58153 1.39162 2.493 -0.484 1.404 -0.0507
C -0.57687 -1.48045 1.43300 3.240 -0.248 -1.326 -0.1398
C 2.88721 -1.55145 -2.67703 -1.178 1.915 0.212 -0.0514
C 2.32067 -0.96513 -1.63749 -1.096 -0.137 -0.914 -0.0609
C -1.64766 -0.69996 0.89778 -3.753 0.160 1.762 -0.0687
C -0.35844 1.14109 0.60013 1.110 -0.368 -0.441 -0.2068
C -2.76547 1.19966 -0.11759 -2.483 0.552 3.725 0.0054
N -1.62025 0.52078 0.49772 1.874 0.420 -0.429 -0.0165
N 0.00802 2.21091 -0.14249 -1.354 3.767 1.660 -0.3342
O -0.96177 2.89534 -0.63384 1.664 -0.730 -0.912 -0.0735
O 1.15159 2.72982 0.01344 -1.201 -1.201 -1.110 -0.0181
H 1.32269 -1.21528 2.49768 1.275 -0.017 0.778 0.0778
H 1.56531 1.25637 1.61513 -1.369 -0.729 -0.398 0.1409
H -0.36946 -2.03377 0.48601 0.502 -0.739 0.573 0.1389
H -0.85253 -2.18202 2.19584 -0.553 -0.329 0.183 0.1096
H 2.51704 -1.23256 -3.62249 -0.251 -0.267 -0.863 0.0394
H 3.78761 -2.06136 -2.66878 1.471 -1.217 0.280 0.0232
H 2.54793 -1.07246 -0.63612 1.136 -0.513 1.904 0.0129
H 1.42108 -0.37185 -1.71081 -0.106 0.243 -0.594 0.0441
H -2.63784 -1.19359 1.04670 0.527 0.782 -0.721 0.1557
H -2.62525 1.27039 -1.13605 -0.082 -0.523 -2.252 0.0663
H -3.69530 0.63762 0.31463 1.545 0.961 -1.396 0.1318
H -2.81801 2.30016 0.15981 0.174 -1.722 0.239 0.1204
```
Forces are in eV/Å.



Entry 5:
Formula: C8H12N3
Source: the Open Molecules 2025 dataset
Level of theory: the ωB97M-V functional and the def2-TZVPD basis

Max |F| (eV/Å): 5.52
HOMO (hartree): -0.47206
Relative energy (zero: lowest compared OMol25 entry of this formula, charge and spin) (eV): 4.5478
Orbital gap (eV): 8.74
Charge: +1

```
23
Properties=species:S:1:pos:R:3:forces:R:3:lowdin_charge:R:1
C -3.01990 -0.09792 1.78681 -1.529 1.142 1.847 -0.0103
C -1.95619 -0.11206 2.64830 -1.081 -0.855 -1.090 -0.2504
C -1.29547 0.62380 0.67449 2.779 1.664 -4.181 -0.0993
C 1.65148 0.51912 -2.15201 3.424 -2.837 -2.199 -0.1002
C 2.62622 -0.38168 -2.56613 -2.188 1.995 1.423 -0.0794
C 0.71753 0.23073 -1.14070 0.936 0.555 -1.274 -0.2639
C -1.82803 -0.60961 4.03830 0.024 -0.033 -0.731 0.0053
C 3.38178 -0.15857 -3.80308 -0.546 -0.318 -2.519 -0.0884
N -0.16930 1.09671 -1.03959 -3.397 0.413 4.329 0.2422
N -0.90344 0.39556 1.90633 -1.170 -1.072 0.188 0.1602
N -2.58670 0.48153 0.60943 -1.515 0.031 -2.317 0.0948
H -4.08563 -0.09582 2.08936 0.900 -0.491 -0.584 0.1525
H 1.59483 1.29992 -2.81532 -0.844 2.262 -1.018 0.0914
H 2.83551 -1.17064 -1.88769 0.294 -1.086 0.180 0.1001
H 0.91368 -0.74814 -0.86477 -0.422 -1.850 2.057 0.1140
H -2.79560 -0.60165 4.47889 -0.771 -0.163 0.481 0.0854
H -1.35926 -1.58403 4.19543 -0.074 0.075 -0.444 0.1037
H -1.25204 0.12388 4.52195 0.854 0.842 1.175 0.0754
H 4.05543 0.67412 -3.73175 0.596 0.365 0.283 0.0825
H 3.93202 -1.02431 -4.23255 -0.317 0.460 0.761 0.0951
H 2.68085 0.16126 -4.65004 0.690 -0.423 1.198 0.1170
H 0.00122 0.24059 2.21166 2.256 0.128 0.336 0.1493
H -3.13900 0.73719 -0.27731 1.099 -0.806 2.102 0.2230
```
Forces are in eV/Å.



Entry 6:
Formula: C8H12N4
Source: the Open Molecules 2025 dataset
Level of theory: the ωB97M-V functional and the def2-TZVPD basis

Max |F| (eV/Å): 6.15
HOMO (hartree): -0.40287
Relative energy (zero: lowest compared OMol25 entry of this formula, charge and spin) (eV): 2.6152
Structure (SMILES): CC#N.CC#N.CC#N.CC#N
Orbital gap (eV): 11.51

```
24
Properties=species:S:1:pos:R:3:forces:R:3:lowdin_charge:R:1
C 0.61798 -0.86604 1.46713 -0.213 -0.096 -0.417 -0.1336
C 0.30962 -1.57448 0.23490 -0.369 -2.508 -3.356 -0.2873
N 0.08153 -2.18502 -0.75079 0.636 2.061 3.067 0.1106
H -0.34043 -0.42932 1.74791 0.381 0.389 0.417 0.0630
H 1.38555 -0.12071 1.25877 -0.327 0.162 0.177 0.0647
H 0.99795 -1.54352 2.23181 -0.160 -0.024 -0.083 0.0762
C -0.45885 -2.30846 -4.48737 0.143 -0.590 0.459 -0.0923
C 0.73895 -2.38513 -5.32916 5.003 0.200 -2.458 -0.2586
N 1.78931 -2.41292 -5.91680 -5.299 0.075 2.742 0.0999
H -1.31528 -1.83741 -4.96979 0.221 -0.031 -0.033 0.0770
H -0.23481 -1.85397 -3.52230 0.170 0.521 -0.193 0.0517
H -0.71525 -3.31385 -4.15335 -0.221 -0.184 -0.424 0.0797
C -1.56301 2.81898 -2.47101 0.691 -0.165 0.651 -0.0723
C -1.30130 2.08990 -1.17902 1.557 -2.346 3.639 -0.2082
N -0.96976 1.49154 -0.18712 -1.861 3.069 -4.997 0.1310
H -1.02885 3.76911 -2.47624 -0.152 0.138 0.444 0.0750
H -2.61553 3.01297 -2.67752 0.101 -0.277 0.190 0.0759
H -1.07958 2.29740 -3.29705 -0.337 -0.437 0.087 0.0756
C 0.76271 0.87428 6.18152 1.153 -0.379 0.363 -0.0693
C 1.19558 0.89944 4.75704 -0.668 0.438 0.733 -0.2353
N 1.54956 1.03056 3.67033 -0.068 -0.214 0.458 0.1440
H -0.09473 0.26190 6.46059 -0.220 0.265 -0.706 0.0789
H 0.71811 1.85866 6.64748 -0.430 0.184 -0.588 0.0801
H 1.57051 0.42610 6.76004 0.266 -0.251 -0.171 0.0737
```
Forces are in eV/Å.